The following is a quantum chemistry calculation of a molecular structure, C15H29EuINO2P2, from OMol25.

The value obtained for the energy is -2484.2837 hartree. Its spin multiplicity is 7. The relative energy (zero: lowest compared OMol25 entry of this formula, charge and spin) is 0.00 kJ/mol. The frontier orbital gap (spin up / spin down) is 6.7 / 5.0 eV. Its expectation value of S² is 12.02. The maximum force is 4.4 eV Å⁻¹. The net charge is +2. For the lowest unoccupied orbital energy (spin up / spin down), the calculation gives -6.9 / -8.2 eV.

Positions of all 51 atoms, in Å:
1 C 0.337 -1.268 -2.682
2 C 0.793 -0.242 -1.724
3 H 0.056 -0.769 -3.620
4 H -0.549 -1.774 -2.256
5 H 1.067 -2.056 -2.880
6 O 0.087 0.786 -1.533
7 I -0.556 -2.533 0.195
8 Eu 0.105 0.259 1.677
9 P 2.477 -0.279 -0.907
10 C 2.990 1.270 -0.146
11 C 2.870 -1.515 0.358
12 H 3.957 -1.414 0.541
13 H 4.550 -0.471 -2.057
14 H 2.648 -2.524 -0.019
15 H 3.338 -1.562 -2.771
16 H 2.533 1.491 0.836
17 H 2.338 -1.367 1.319
18 C 3.498 -0.560 -2.350
19 H 4.074 1.186 0.014
20 H 3.286 0.188 -3.125
21 H 2.794 2.111 -0.818
22 P -2.542 0.122 0.203
23 C -3.484 1.688 0.376
24 C -3.070 -0.263 -1.518
25 H -3.154 -2.015 1.135
26 H -4.600 -1.058 0.671
27 H -3.694 -0.666 2.167
28 C -3.615 -1.023 1.137
29 H -2.886 -1.321 -1.743
30 H -4.147 -0.050 -1.595
31 H -4.497 1.525 -0.011
32 H -2.990 2.487 -0.190
33 H -2.512 0.369 -2.224
34 H -3.536 1.979 1.430
35 C 0.029 2.321 0.148
36 O 0.217 3.335 -0.363
37 C 3.919 0.703 3.774
38 C 2.683 1.387 4.191
39 C 2.501 2.244 5.310
40 C 1.155 2.668 5.287
41 C 0.566 2.076 4.137
42 C -0.825 2.274 3.634
43 N 1.506 1.307 3.474
44 H 4.055 -0.251 4.299
45 H 4.780 1.342 4.005
46 H 3.910 0.508 2.693
47 H 3.289 2.516 6.003
48 H 0.639 3.328 5.981
49 H -1.357 3.026 4.238
50 H -0.848 2.668 2.590
51 H -1.452 1.352 3.710

Here are the Löwdin charges for atoms 1 to 6, given in e:
1 C -0.120
2 C -0.545
3 H 0.124
4 H -0.027
5 H 0.086
6 O -0.112